A molecular structure, C4H7NO2, computed with ωB97M-V with the def2-TZVPD basis set.

Structure (XYZ):
```
14
Properties=species:S:1:pos:R:3:forces:R:3:nbo_charge:R:1
C -0.389063 1.442017 0.406158 -0.11 0.23 -0.07 -0.941
C 0.021269 0.012719 -0.980113 0.11 -0.09 -0.03 0.336
C 1.180982 -0.626212 -0.270958 0.07 0.16 -0.08 -0.321
N 0.460007 -1.122243 0.889638 -0.21 -0.18 -0.05 -0.644
C -0.730913 -1.569620 0.423763 -0.20 -0.22 0.31 0.823
O -1.607448 -2.269920 0.818234 0.43 0.32 -0.20 -0.551
O -0.984829 -0.817453 -0.886246 0.01 0.03 0.03 -0.505
H -0.359642 1.698863 1.480268 0.04 -0.08 -0.10 0.283
H -1.426537 1.568900 0.094884 0.17 0.01 0.03 0.244
H 0.259733 2.179933 -0.070672 -0.08 -0.14 0.04 0.238
H 0.052416 0.615844 -1.886232 -0.01 -0.03 0.15 0.219
H 1.987545 0.056075 0.000834 -0.13 -0.09 -0.03 0.219
H 1.573854 -1.437469 -0.899029 -0.05 0.10 0.04 0.236
H -0.037376 0.268567 0.879473 -0.03 -0.02 -0.05 0.364
```
Positions in Å, forces in eV/Å.

## Properties
Orbital gap: 9.782 eV
Molecular weight: 101.10 Da
E_HOMO: -9.497 eV
E_tot: -9842.9606 eV
Energy relative to the best compared isomer or geometry (same formula, charge and spin): 416.7 kJ/mol
Total charge: 0